Entry 1:
Density functional theory data (ωB97M-V/def2-TZVPD) for C4H7N3 in the gas phase.

Properties
Energy above the lowest of the compared OMol25 structures with the same formula, charge and spin = 376.0 kJ/mol
SMILES string = [H]/N=C1\NC[C@H]2N[C@@H]12
E = -320.740093 a.u.
Highest occupied orbital energy = -0.338 hartree
Kohn-Sham gap = 0.375 Eh

Each line ends with the Mulliken charge.
Positions of all 14 atoms, in Å:
C 0.1766 0.5612 1.0803  0.43
C -0.1069 -0.8800 1.2224  -0.68
N -1.0483 -0.1033 -2.0397  -0.69
H 0.0557 -2.0904 -0.5692  0.32
H -0.3786 1.1459 1.9781  0.25
H 0.8131 -1.2401 1.6981  0.27
H 1.7146 1.9524 0.7775  0.27
H -1.0221 -0.9934 1.9255  0.29
H -0.0461 1.9186 -0.3706  0.57
C 0.2424 1.0315 -0.1664  -0.35
C -0.3718 -0.1462 -0.9575  0.12
H -1.5961 -0.8106 -2.4459  0.24
N 1.6114 0.9495 0.6004  -0.70
N -0.4463 -1.3149 0.0013  -0.35



Entry 2:
Density functional theory data (ωB97M-V/def2-TZVPD) for 2 unconnected molecules or ions with the total composition C4H7N3.

Properties
Energy above the lowest of the compared OMol25 structures with the same formula, charge and spin = 370.1 kJ/mol
E = -320.742327 a.u.
Highest occupied orbital energy = -0.346 hartree
Kohn-Sham gap = 0.383 Eh

Each line ends with the Mulliken charge.
Positions of all 14 atoms, in Å:
C -2.2703 -0.6317 -0.7410  -0.67
N -0.0414 1.7713 -1.1365  -0.58
H 0.7245 -2.2732 -0.2145  0.37
H -3.0893 0.0997 -0.7412  0.32
C 2.0148 0.8859 1.3103  -1.13
H -2.6417 -1.5954 -1.1016  0.26
C 1.4959 -0.3515 0.7283  0.03
C 1.0791 -1.3753 0.2382  -0.11
H -1.8862 -0.7596 0.2807  0.29
H 3.0838 0.7874 1.5266  0.28
H 1.4957 1.1228 2.2455  0.27
N -0.6312 0.8242 -1.3398  0.98
H 1.8730 1.7180 0.6127  0.29
N -1.2130 -0.2072 -1.6710  -0.60



Entry 3:
Density functional theory data (ωB97M-V/def2-TZVPD) for C4H7N3 in the gas phase.

Properties
Energy above the lowest of the compared OMol25 structures with the same formula, charge and spin = 113.9 kJ/mol
SMILES string = CCn1nccn1
E = -320.839927 a.u.
Highest occupied orbital energy = -0.356 hartree
Kohn-Sham gap = 0.397 Eh

Each line ends with the Mulliken charge.
Positions of all 14 atoms, in Å:
H 0.6939 2.0211 -0.0778  0.31
C 0.5572 -2.0683 0.3844  -0.22
H -1.7506 1.3711 0.1430  0.33
H -1.5832 0.4187 -1.2191  0.31
N 0.5030 -0.0042 0.1017  1.15
N 0.6346 -1.1742 -0.5373  -0.77
N 0.6787 -0.1272 1.3986  -0.88
H -1.4629 2.1536 -1.4518  0.37
H 0.5975 -3.0797 0.0799  0.42
H 0.7048 1.2052 -1.6000  0.24
H 0.7410 -1.8794 2.5829  0.38
C 0.2653 1.2302 -0.5900  -0.32
C -1.2344 1.3603 -0.7981  -1.10
C 0.6549 -1.4271 1.5835  -0.20



Entry 4:
Density functional theory data (ωB97M-V/def2-TZVPD) for C4H7N3 in the gas phase.

Properties
Energy above the lowest of the compared OMol25 structures with the same formula, charge and spin = 41.8 kJ/mol
SMILES string = CNc1cc[nH]n1
E = -320.867367 a.u.
Highest occupied orbital energy = -0.292 hartree
Kohn-Sham gap = 0.333 Eh

Each line ends with the Mulliken charge.
Positions of all 14 atoms, in Å:
H -2.8723 -0.6467 1.1470  0.42
C -0.6791 -0.4146 0.7369  -0.09
H 2.1303 0.8103 1.0650  0.32
H 3.2029 0.0752 -0.1594  0.32
H -0.1679 -0.7576 1.6241  0.35
H 2.0700 -0.9354 0.7364  0.26
N -1.0521 0.4473 -1.3349  -0.89
N 1.2280 0.2039 -0.7871  -0.24
H -3.0780 0.3238 -1.1935  0.21
C 2.1987 0.0480 0.2716  -0.87
C -2.0376 -0.3612 0.5214  -0.84
C -0.1169 0.0960 -0.4617  0.48
H 1.4104 0.9611 -1.4303  0.27
N -2.2124 0.1595 -0.7083  0.32



Entry 5:
Density functional theory data (ωB97M-V/def2-TZVPD) for C4H7N3 in the gas phase.

Properties
Energy above the lowest of the compared OMol25 structures with the same formula, charge and spin = 60.3 kJ/mol
SMILES string = [H]/N=C(\C#N)NCC
E = -320.860323 a.u.
Highest occupied orbital energy = -0.358 hartree
Kohn-Sham gap = 0.381 Eh

Each line ends with the Mulliken charge.
Positions of all 14 atoms, in Å:
N 0.3347 -0.6280 0.6183  -0.21
C -0.5807 -1.4315 -0.0172  0.52
H 0.4801 1.0869 1.7435  0.37
H 1.0773 2.6863 0.0966  0.34
H 2.1036 1.2710 -0.2042  0.29
H 0.7265 1.6179 -1.2724  0.29
N -1.6941 -0.6374 -2.2468  -0.41
H -1.5741 -3.0041 -0.3276  0.25
C 1.0748 1.6408 -0.2342  -1.07
N -0.8962 -2.6202 0.3357  -0.71
C -1.1765 -0.8853 -1.2419  0.20
H -0.8556 1.1211 0.6112  0.33
H 0.7830 -1.0481 1.4225  0.28
C 0.1973 0.8308 0.7165  -0.48



Entry 6:
Density functional theory data (ωB97M-V/def2-TZVPD) for C4H7N3 in the gas phase.

Properties
Energy above the lowest of the compared OMol25 structures with the same formula, charge and spin = 342.3 kJ/mol
E = -320.752913 a.u.
Highest occupied orbital energy = -0.301 hartree
Kohn-Sham gap = 0.299 Eh

Each line ends with the Mulliken charge.
Positions of all 14 atoms, in Å:
H -2.1782 -0.2373 0.5770  0.31
H -0.0223 -2.1888 1.1197  0.26
C -1.5931 -0.8188 1.2990  -0.88
N -0.3867 -1.3625 0.6658  -0.20
C 0.9075 1.3975 -1.2672  -0.32
H -2.2432 -1.6328 1.6504  0.31
H 2.5027 1.1002 -2.3877  0.23
C 0.5049 -0.5173 -0.0062  0.70
H -1.3655 -0.1783 2.1638  0.31
C 0.0933 0.8139 -0.3386  -0.54
N 2.0764 0.8190 -1.4742  -0.38
H -0.5584 1.3793 0.2965  0.35
H 0.5603 2.2544 -1.8500  0.37
N 1.7021 -0.8283 -0.4484  -0.53



Entry 7:
Density functional theory data (ωB97M-V/def2-TZVPD) for C4H7N3 in the gas phase.

Properties
Energy above the lowest of the compared OMol25 structures with the same formula, charge and spin = 93.7 kJ/mol
SMILES string = Nc1c[nH]c(N)c1
E = -320.847606 a.u.
Highest occupied orbital energy = -0.270 hartree
Kohn-Sham gap = 0.306 Eh

Each line ends with the Mulliken charge.
Positions of all 14 atoms, in Å:
H -2.6775 -1.2659 0.4201  0.23
N -2.4913 -0.3236 0.1073  -0.57
C -1.1146 -0.0789 0.0387  0.21
N -0.6641 1.1723 -0.2061  0.00
H -1.2370 1.9106 -0.5880  0.23
H -2.9818 -0.1438 -0.7586  0.24
H -0.0571 -1.9207 0.6666  0.35
H 1.2099 1.8145 0.5758  0.19
N 2.4716 -0.5138 0.1757  -0.65
C 0.7418 1.1875 -0.1782  -0.70
C 1.1189 -0.1204 0.0754  0.54
H 2.6640 -1.1151 -0.6215  0.29
C -0.0310 -0.9165 0.2667  -0.62
H 3.0482 0.3139 0.0262  0.28



Entry 8:
Density functional theory data (ωB97M-V/def2-TZVPD) for a molecular structure, C4H7N3.

Properties
Energy above the lowest of the compared OMol25 structures with the same formula, charge and spin = 360.5 kJ/mol
E = -320.745987 a.u.
Highest occupied orbital energy = -0.294 hartree
Kohn-Sham gap = 0.312 Eh

Each line ends with the Mulliken charge.
Positions of all 14 atoms, in Å:
H 3.3816 -0.4544 0.3075  0.26
C 1.4673 1.0554 -0.7725  -0.67
N 2.4646 -0.7029 0.6563  -0.50
H -2.0678 -1.4772 0.2995  0.21
N -2.1911 -0.4773 0.3249  -0.50
N -1.2618 1.6012 -0.2796  -0.66
H 0.7236 1.8535 -0.6698  0.32
C 1.4565 0.0407 0.1260  0.50
H 0.0457 -1.4270 -0.5010  0.30
C -1.1335 0.3444 -0.0606  0.74
H 2.2910 -1.6944 0.7546  0.24
C 0.1528 -0.3791 -0.1973  -0.67
H -2.2100 1.8935 -0.0483  0.21
H -3.1187 -0.1763 0.0602  0.21